14
Properties=species:S:1:pos:R:3 method="wB97M-V/def2-TZVPD" homo_lumo_gap_ev=10.7 de_lowest_kcal_mol=63.2 homo_energy_ev=-10.054 e_tot_ha=-361.78009 max_force_ev_per_a=1.16 e_lumo_ev=0.68 charge=0
C -2.561 -0.210 -0.267
C -1.550 0.813 -0.518
N -0.766 1.636 -0.731
H -2.377 -0.672 0.704
H -3.553 0.248 -0.287
H -2.501 -0.982 -1.038
C 1.144 -1.234 1.090
O -0.064 -1.232 1.073
H 1.727 -0.666 1.837
H 1.739 -1.795 0.346
C 2.189 1.033 -0.552
O 3.187 0.490 -0.139
H 1.404 1.427 0.116
H 1.984 1.143 -1.634